Entry 1:
# H26O13

A 13-piece molecular cluster, H26O13 overall at a distorted geometry (the ωB97M-V functional and the def2-TZVPD basis, OMol25).

Structure (XYZ):
```
39
Properties=species:S:1:pos:R:3:mulliken_charge:R:1
H 1.426 0.469 0.423 0.30
H 0.963 -0.979 -0.045 0.27
H -2.114 -0.213 -2.203 0.33
H -1.386 1.036 -1.556 0.43
H -0.960 1.779 2.398 0.26
H -2.411 1.764 2.446 0.36
H 5.790 1.789 0.065 0.32
H 4.819 2.922 0.336 0.29
H 1.910 1.477 -2.665 0.33
H 2.230 1.784 -1.279 0.20
H 0.259 0.004 2.894 0.10
H -0.785 -1.026 2.862 0.40
H 3.236 1.163 3.080 0.28
H 1.813 1.661 2.905 0.29
H -2.697 -3.466 0.867 0.39
H -1.976 -3.192 2.294 0.32
H -2.318 -2.387 -1.442 0.29
H -2.075 -3.143 -2.717 0.33
H 0.205 2.438 -2.915 0.29
H -1.074 3.397 -2.795 0.32
H -1.736 -1.678 1.196 0.16
H -1.428 -1.968 -0.160 0.35
H 0.519 -3.630 -2.003 0.32
H -0.754 -3.022 -1.821 0.16
H 0.341 1.284 -1.325 0.54
H -0.321 1.423 0.043 0.31
O 0.765 -0.268 0.541 -0.49
O -2.276 0.510 -1.621 -0.66
O -1.611 1.734 3.000 -0.58
O 5.606 2.714 -0.114 -0.61
O 1.643 2.058 -1.898 -0.70
O -0.058 -0.788 3.377 -0.55
O 2.363 0.930 3.282 -0.58
O -2.809 -3.398 1.887 -0.64
O -2.727 -2.610 -2.211 -0.59
O -0.124 3.188 -2.455 -0.56
O -2.158 -1.678 0.312 -0.59
O -0.026 -2.887 -2.312 -0.55
O -0.060 0.807 -0.673 -0.85
```

The calculation puts the LUMO energy at -0.0330 Ha. The calculation puts the max |F| at 0.1820 Eh/bohr. For the relative energy (zero: lowest compared OMol25 entry of this formula, charge and spin), the calculation gives 1003.05 kJ/mol. The spin multiplicity is 1. As for the orbital gap: 7.828 eV.



Entry 2:
# C19H24N2O3S

The molecule C19H24N2O3S at a distorted geometry (the ωB97M-V functional and the def2-TZVPD basis, OMol25).

Structure (XYZ):
```
49
Properties=species:S:1:pos:R:3:mulliken_charge:R:1
C -3.893 -4.316 0.551 -1.48
C -3.443 -2.903 0.349 1.02
C -2.167 -2.628 -0.136 -0.62
C -1.753 -1.330 -0.346 -0.60
C -2.615 -0.267 -0.070 0.15
C -3.896 -0.535 0.412 -0.70
C -4.298 -1.839 0.616 -0.61
H -5.292 -2.038 0.991 0.38
H -4.566 0.285 0.625 0.45
C -2.173 1.090 -0.287 0.40
N -0.971 1.457 -0.640 -0.42
C -1.006 2.823 -0.734 0.26
C -2.268 3.242 -0.406 0.63
O -3.006 2.137 -0.130 -0.40
C -2.881 4.587 -0.318 -1.52
H -3.289 4.889 -1.283 0.30
H -3.690 4.575 0.408 0.37
H -2.129 5.312 -0.015 0.36
C 0.192 3.609 -1.093 -1.23
H 0.912 2.996 -1.632 0.42
H -0.071 4.486 -1.682 0.46
S 1.029 4.297 0.393 -0.13
C 1.370 2.783 1.351 -0.66
C 2.365 1.859 0.665 0.64
O 3.559 1.914 0.883 -0.67
N 1.794 0.989 -0.188 0.50
C 2.551 -0.018 -0.890 -1.29
H 2.141 -0.141 -1.896 0.34
H 3.587 0.322 -0.960 0.37
C 2.493 -1.383 -0.170 0.80
H 1.463 -1.544 0.177 0.08
C 3.507 -1.474 0.975 -0.64
H 3.148 -2.159 1.745 0.40
H 3.702 -0.502 1.420 0.27
C 4.727 -2.059 0.268 -0.65
H 5.290 -1.269 -0.229 0.24
C 4.078 -2.983 -0.762 -0.58
H 3.924 -3.988 -0.345 0.30
O 2.812 -2.425 -1.079 -0.49
H 4.658 -3.074 -1.685 0.31
H 5.392 -2.595 0.940 0.43
H 0.781 0.983 -0.314 0.14
H 0.421 2.283 1.548 0.26
H 1.804 3.148 2.281 0.42
H -0.768 -1.120 -0.732 0.54
H -1.492 -3.443 -0.353 0.42
H -4.327 -4.701 -0.372 0.28
H -4.649 -4.376 1.330 0.38
H -3.055 -4.955 0.818 0.38
```

The calculation puts the LUMO energy at 0.0135 Ha. The SMILES is Cc1ccc(-c2nc(CSCC(=O)NC[C@@H]3CCCO3)c(C)o2)cc1. The calculation puts the max |F| at 0.0243 Eh/bohr. For the relative energy (zero: lowest compared OMol25 entry of this formula, charge and spin), the calculation gives 5.74 kJ/mol. The spin multiplicity is 1. As for the orbital gap: 8.600 eV.



Entry 3:
# C4H6O2

C4H6O2 as an isolated structure (the ωB97M-V functional and the def2-TZVPD basis, OMol25).

Structure (XYZ):
```
12
Properties=species:S:1:pos:R:3:mulliken_charge:R:1
O 2.181 -0.560 -0.067 -0.54
C 0.805 -0.538 -0.156 0.02
C -0.532 -0.349 0.886 -0.70
C -1.241 0.305 -0.337 -0.49
C 0.171 0.721 -0.622 0.53
O 0.682 1.818 -0.547 -0.61
H 2.534 0.336 -0.224 0.35
H 0.485 -1.471 -0.628 0.26
H -0.945 -1.305 1.203 0.33
H -0.575 0.350 1.732 0.30
H -1.930 1.136 -0.208 0.30
H -1.634 -0.443 -1.031 0.25
```

The calculation puts the LUMO energy at 0.0325 Ha. The calculation puts the max |F| at 0.0172 Eh/bohr. For the relative energy (zero: lowest compared OMol25 entry of this formula, charge and spin), the calculation gives 196.59 kJ/mol. The spin multiplicity is 1. As for the orbital gap: 10.641 eV.



Entry 4:
# C28H33N4O5PPd

C28H33N4O5PPd as an isolated structure (the ωB97M-V functional and the def2-TZVPD basis, OMol25).

Structure (XYZ):
```
72
Properties=species:S:1:pos:R:3:mulliken_charge:R:1
Pd -0.606 -0.567 -1.106 1.35
C 2.354 -3.021 -3.212 -0.47
O 1.005 -3.606 -3.246 -0.45
C 0.229 -2.749 -2.640 0.09
N 0.750 -1.686 -2.138 -0.21
C 2.203 -1.722 -2.371 -0.55
C 3.007 -1.711 -1.093 0.52
C 2.460 -2.079 0.130 -0.02
C 3.255 -2.086 1.268 -0.72
C 4.596 -1.739 1.192 -0.52
C 5.145 -1.377 -0.031 -0.67
C 4.351 -1.358 -1.167 -0.62
C -1.222 -2.974 -2.491 0.06
C -1.996 -4.019 -2.957 -0.38
C -3.354 -4.009 -2.651 -0.52
C -3.902 -2.982 -1.888 -0.39
C -3.059 -1.973 -1.462 -0.03
N -1.766 -1.986 -1.779 -0.04
C -3.358 -0.803 -0.614 -0.03
N -2.424 0.033 -0.341 0.49
C -2.954 1.007 0.626 -0.48
C -4.463 0.650 0.637 -0.45
O -4.546 -0.622 -0.095 -0.46
C -2.697 2.444 0.256 0.10
C -2.355 2.823 -1.035 -0.04
C -2.158 4.165 -1.337 -0.76
C -2.315 5.132 -0.355 -0.54
C -2.672 4.757 0.934 -0.73
C -2.857 3.417 1.239 -0.26
H 2.637 -2.835 -4.245 0.32
H 3.016 -3.753 -2.759 0.37
H 2.480 -0.855 -2.972 0.65
H 1.412 -2.342 0.212 0.28
H 2.826 -2.377 2.219 0.41
H 5.214 -1.757 2.079 0.44
H 6.191 -1.109 -0.100 0.42
H 4.783 -1.067 -2.119 0.47
H -1.548 -4.815 -3.535 0.59
H -3.988 -4.812 -3.002 0.49
H -4.951 -2.964 -1.625 0.58
H -2.487 0.780 1.586 0.15
H -5.064 1.373 0.090 0.36
H -4.875 0.480 1.626 0.37
H -2.240 2.075 -1.811 0.41
H -1.898 4.457 -2.347 0.49
H -2.172 6.177 -0.595 0.44
H -2.803 5.507 1.701 0.43
H -3.120 3.128 2.251 0.45
C 1.713 2.994 -1.594 -1.31
P 1.448 2.045 -0.098 1.18
C 3.041 1.630 0.594 -0.97
C 0.620 3.118 1.063 -0.55
O 0.685 0.767 -0.370 -0.24
H 2.301 3.887 -1.381 0.45
H 0.749 3.295 -2.004 0.28
H 2.244 2.386 -2.327 0.33
H 3.578 2.532 0.888 0.51
H 3.630 1.079 -0.139 0.20
H 2.882 0.992 1.464 0.17
H 1.271 3.958 1.308 0.58
H 0.396 2.554 1.969 0.14
H -0.304 3.498 0.628 -0.11
N 0.663 -1.100 5.212 -0.59
C -0.229 -1.657 4.200 -0.40
C -0.117 -0.867 2.899 0.41
O 0.752 0.136 2.956 -0.44
O -0.762 -1.120 1.909 -0.59
H 0.167 -0.762 6.025 0.20
H 1.130 0.070 3.874 0.47
H 1.358 -1.761 5.527 0.22
H -1.275 -1.628 4.506 0.38
H -0.004 -2.698 3.968 0.31
```

The calculation puts the LUMO energy at -0.2365 Ha. As for the charge: +2. The calculation puts the max |F| at 0.0028 Eh/bohr. The spin multiplicity is 1. As for the orbital gap: 7.739 eV.



Entry 5:
# NO3P

The molecule NO3P at a distorted geometry (the ωB97M-V functional and the def2-TZVPD basis, OMol25).

Structure (XYZ):
```
5
Properties=species:S:1:pos:R:3:mulliken_charge:R:1
N -1.087 0.338 0.223 0.41
O -2.104 -0.209 0.332 -0.18
O -0.076 -0.367 -0.694 -0.25
O 1.774 0.457 0.713 -0.45
P 1.493 -0.219 -0.574 0.47
```

The calculation puts the LUMO energy at -0.0473 Ha. The SMILES is O=NOP=O. The calculation puts the max |F| at 0.0565 Eh/bohr. For the relative energy (zero: lowest compared OMol25 entry of this formula, charge and spin), the calculation gives 0.00 kJ/mol. The spin multiplicity is 1. As for the orbital gap: 9.250 eV.



Entry 6:
# C17H40CaO13V

C17H40CaO13V as an isolated structure at a distorted geometry (the ωB97M-V functional and the def2-TZVPD basis, OMol25).

Structure (XYZ):
```
72
Properties=species:S:1:pos:R:3:mulliken_charge:R:1
O -5.607 -2.423 8.657 -0.62
V -5.388 -3.549 7.556 1.07
O -6.845 -3.847 6.947 -0.62
Ca -2.404 -5.602 6.730 1.53
C -4.261 -5.690 8.865 1.08
O -3.747 -6.707 8.357 -0.87
O -5.471 -5.563 8.948 -0.70
O -3.621 -4.657 8.558 -1.02
C -3.688 -3.492 5.460 1.06
O -4.390 -4.475 5.731 -0.30
O -2.490 -3.736 5.427 -1.05
O -4.217 -2.497 5.959 -0.96
C -4.143 -9.319 4.545 -1.33
C -3.479 -8.497 5.660 1.05
C -2.244 -9.161 6.215 -1.55
O -3.198 -7.182 5.204 -0.39
H -3.476 -9.445 3.693 0.37
H -5.057 -8.826 4.212 0.16
H -4.365 -10.345 4.838 0.41
H -4.246 -8.413 6.430 0.06
H -1.755 -8.711 7.079 0.32
H -1.460 -9.244 5.463 0.28
H -2.456 -10.187 6.516 0.45
H -4.024 -6.944 4.777 0.43
C 0.350 -7.197 3.676 -1.45
C 0.522 -6.711 5.111 0.81
C 1.951 -6.341 5.301 -1.62
O -0.424 -5.707 5.347 -0.21
H -0.646 -7.557 3.417 0.24
H 0.996 -8.061 3.516 0.48
H 0.684 -6.484 2.922 0.35
H 0.263 -7.524 5.789 0.23
H 2.617 -7.202 5.243 0.44
H 2.112 -5.854 6.263 0.35
H 2.195 -5.587 4.552 0.32
H -0.194 -4.896 4.886 0.24
C -0.831 -1.128 3.508 -1.14
C 0.272 -2.091 3.984 0.35
C 0.477 -1.978 5.475 -0.85
O -0.160 -3.417 3.857 -0.59
H -1.015 -1.326 2.452 0.34
H -0.452 -0.130 3.729 0.43
H -1.787 -1.189 4.027 0.10
H 1.210 -1.956 3.444 0.33
H -0.474 -2.074 5.999 0.00
H 0.942 -1.041 5.778 0.46
H 1.134 -2.792 5.782 0.24
H -1.042 -3.472 4.231 0.32
C -4.200 0.510 7.902 -1.22
C -4.252 0.910 6.422 0.36
C -2.874 0.977 5.849 -0.85
O -5.018 0.047 5.682 -0.56
H -5.160 0.715 8.375 0.28
H -3.479 1.145 8.417 0.41
H -3.800 -0.496 8.025 0.22
H -4.652 1.924 6.413 0.36
H -2.359 0.018 5.900 -0.16
H -2.186 1.613 6.406 0.45
H -2.778 1.368 4.836 0.34
H -4.741 -0.846 5.900 0.54
C -7.581 -7.098 3.127 -1.53
C -6.905 -6.419 4.372 0.73
C -7.056 -7.166 5.676 -1.06
O -5.547 -6.299 4.066 -0.67
H -8.656 -7.027 3.293 0.41
H -7.456 -8.174 3.009 0.32
H -7.328 -6.669 2.158 0.36
H -7.391 -5.489 4.669 0.40
H -6.427 -6.770 6.474 0.11
H -6.708 -8.197 5.620 0.25
H -8.085 -7.233 6.028 0.44
H -5.227 -5.647 4.693 0.00
```

The calculation puts the LUMO energy at 0.0784 Ha. As for the charge: -1. The calculation puts the max |F| at 0.1472 Eh/bohr. The spin multiplicity is 1. As for the orbital gap: 7.532 eV.



Entry 7:
# C30H40AlBCl5N6

C30H40AlBCl5N6 as an isolated structure (the ωB97M-V functional and the def2-TZVPD basis, OMol25).

Structure (XYZ):
```
83
Properties=species:S:1:pos:R:3:mulliken_charge:R:1
Al -0.043 0.393 0.007 -1.22
C -0.124 -2.478 4.335 -1.43
C -0.022 -1.170 3.630 0.33
C 0.129 0.067 4.194 -0.88
C 0.210 0.987 3.158 0.13
N 0.104 0.317 1.972 0.56
N -0.038 -1.019 2.312 0.12
B -0.095 -2.108 1.246 -1.07
N 1.144 -1.990 0.347 0.38
N 1.278 -0.948 -0.551 0.76
C 2.314 -1.279 -1.353 -0.14
C 2.856 -2.483 -0.916 -1.03
C 2.091 -2.901 0.142 0.39
C 2.243 -4.148 0.943 -1.36
C 2.850 -0.523 -2.545 2.69
C 3.099 -1.513 -3.697 -2.01
C 4.201 0.089 -2.124 -1.85
C 1.856 0.518 -3.046 -0.82
N -1.336 -1.957 0.346 0.12
N -1.453 -0.908 -0.549 1.00
C -2.526 -1.193 -1.324 -0.50
C -3.082 -2.391 -0.899 -0.52
C -2.301 -2.848 0.135 0.30
C -2.453 -4.126 0.880 -1.47
C -2.948 -0.461 -2.588 2.73
C -3.352 0.993 -2.348 -1.64
C -4.132 -1.189 -3.235 -2.23
C -1.752 -0.509 -3.541 -1.49
C 0.341 2.471 3.468 2.48
C 1.434 2.637 4.541 -1.79
C 0.718 3.334 2.281 -1.37
C -1.001 2.942 4.058 -1.71
H -0.133 -2.295 5.409 0.43
H 0.711 -3.140 4.102 0.25
H -1.038 -3.001 4.082 0.24
H 0.182 0.288 5.240 0.59
H -0.118 -3.175 1.768 -0.02
H 3.699 -2.993 -1.330 0.61
H 3.161 -4.651 0.647 0.42
H 1.411 -4.833 0.791 0.24
H 2.297 -3.924 2.007 0.25
H 3.885 -2.220 -3.478 0.41
H 3.391 -0.945 -4.576 0.47
H 2.196 -2.065 -3.933 0.43
H 4.959 -0.681 -2.058 0.38
H 4.147 0.565 -1.152 0.42
H 4.525 0.827 -2.854 0.43
H 1.183 0.094 -3.783 0.27
H 2.376 1.362 -3.497 0.58
H 1.220 0.946 -2.273 -0.62
H -3.926 -2.893 -1.323 0.71
H -3.363 -4.620 0.556 0.41
H -2.526 -3.956 1.953 0.26
H -1.627 -4.815 0.705 0.26
H -4.080 1.091 -1.556 0.43
H -3.793 1.403 -3.257 0.50
H -2.492 1.621 -2.113 0.10
H -5.006 -1.204 -2.588 0.46
H -3.872 -2.215 -3.495 0.45
H -4.409 -0.670 -4.151 0.43
H -0.891 0.015 -3.127 -0.07
H -1.986 -0.025 -4.485 0.46
H -1.431 -1.535 -3.733 0.45
H 2.402 2.273 4.211 0.40
H 1.196 2.128 5.474 0.33
H 1.544 3.691 4.762 0.50
H 1.539 2.905 1.712 0.28
H 1.047 4.305 2.639 0.57
H -0.123 3.495 1.623 0.09
H -1.248 2.397 4.964 0.41
H -1.816 2.816 3.352 0.27
H -0.920 3.999 4.315 0.46
Cl 2.786 2.761 -0.960 -0.19
C 1.123 3.190 -1.036 1.23
C 0.158 2.286 -0.592 -1.16
C -1.100 2.828 -0.451 0.29
Cl -2.167 1.801 0.474 -0.05
C -1.506 4.088 -0.848 -0.30
Cl -3.116 4.637 -0.647 -0.14
C -0.530 4.907 -1.405 0.35
Cl -0.947 6.480 -1.936 -0.16
C 0.801 4.482 -1.455 -0.11
Cl 2.018 5.570 -1.975 -0.16
```

The calculation puts the LUMO energy at -0.0854 Ha. As for the charge: +1. The calculation puts the max |F| at 0.0186 Eh/bohr. The spin multiplicity is 1. As for the orbital gap: 9.329 eV.



Entry 8:
# C43H40BrN2O4PS3TeY

C43H40BrN2O4PS3TeY as an isolated structure at a distorted geometry (the ωB97M-V functional and the def2-TZVPD basis, OMol25).

Structure (XYZ):
```
96
Properties=species:S:1:pos:R:3:mulliken_charge:R:1
Y 0.004 0.184 -0.103 -0.41
N 1.250 1.133 2.250 0.13
C 0.829 0.485 3.401 -0.44
C 1.693 0.141 4.417 -0.64
C 1.247 -0.612 5.507 -0.83
C -0.055 -1.026 5.598 -1.01
C -0.980 -0.676 4.595 0.99
C -2.336 -1.061 4.611 -0.59
C -3.153 -0.689 3.579 -1.19
C -2.615 0.071 2.535 0.10
N -1.360 0.447 2.478 0.45
C -0.538 0.092 3.488 0.59
H 0.642 1.885 1.923 0.13
H 2.219 1.434 2.279 -0.31
H 2.726 0.456 4.375 0.54
H 1.950 -0.857 6.289 0.40
H -0.385 -1.619 6.439 0.41
H -2.712 -1.653 5.434 0.50
H -4.191 -0.987 3.547 0.44
H -3.251 0.373 1.710 0.32
Br -1.777 2.873 0.716 0.03
C -3.269 2.196 -0.303 0.36
C -4.489 2.742 -0.009 -0.62
C -5.603 2.416 -0.791 -0.75
C -5.440 1.623 -1.889 -0.86
C -4.183 1.073 -2.213 1.08
C -4.017 0.338 -3.401 -1.10
C -2.792 -0.176 -3.714 -1.06
C -1.729 -0.071 -2.804 0.27
C -1.800 0.618 -1.596 0.60
C -3.050 1.281 -1.361 -0.33
H -4.584 3.433 0.815 0.45
H -6.566 2.831 -0.536 0.40
H -6.274 1.410 -2.543 0.37
H -4.866 0.211 -4.061 0.33
H -2.642 -0.712 -4.643 0.44
H -0.805 -0.570 -3.080 0.29
C -2.134 -4.578 4.673 -1.11
C -1.704 -4.624 3.216 -0.35
O -1.703 -3.337 2.655 0.26
P -0.761 -3.118 1.310 -0.23
O -0.961 -1.657 1.008 0.65
Te 1.321 -4.095 1.599 -0.40
O -1.645 -3.986 0.208 -0.34
C -2.997 -3.632 0.009 -0.35
C -3.160 -2.722 -1.199 -0.82
H -2.050 -5.571 5.109 0.45
H -3.164 -4.239 4.766 0.28
H -1.486 -3.899 5.220 0.13
H -2.376 -5.276 2.643 0.16
H -0.686 -5.046 3.139 0.24
H -3.386 -3.129 0.904 0.20
H -3.548 -4.573 -0.136 0.43
H -2.584 -1.812 -1.033 -0.15
H -4.205 -2.451 -1.348 0.43
H -2.782 -3.217 -2.091 0.38
C 1.189 -1.553 -1.163 -0.95
C 2.274 -1.582 -2.139 0.75
C 3.596 -1.836 -1.736 -0.50
C 4.623 -1.964 -2.646 -0.39
C 4.375 -1.870 -4.006 -0.59
C 3.077 -1.635 -4.431 -0.89
C 2.053 -1.484 -3.521 0.17
H 1.528 -2.091 -0.268 -0.26
H 0.325 -2.097 -1.580 0.65
H 3.785 -2.003 -0.683 0.43
H 5.625 -2.157 -2.289 0.38
H 5.176 -2.011 -4.720 0.38
H 2.861 -1.585 -5.491 0.44
H 1.051 -1.301 -3.891 0.20
O 1.088 2.068 -0.340 0.06
C 2.203 2.573 -0.954 3.18
C 2.321 2.080 -2.385 -0.83
C 1.266 1.988 -3.242 -0.43
C 1.652 1.660 -4.561 -1.11
C 2.995 1.533 -4.691 -0.43
S 3.817 1.791 -3.201 -0.01
C 2.113 4.089 -1.069 -0.49
C 1.136 4.900 -0.591 -0.37
C 1.353 6.267 -0.870 -0.69
C 2.498 6.480 -1.560 -0.68
S 3.335 5.009 -1.885 -0.02
C 3.421 2.233 -0.117 -0.77
C 4.145 1.081 -0.082 0.14
C 5.074 1.036 0.985 -1.00
C 5.041 2.147 1.762 -0.59
S 3.873 3.288 1.190 -0.15
H 0.251 2.179 -2.932 0.84
H 0.956 1.544 -5.374 0.40
H 3.567 1.295 -5.565 0.56
H 0.285 4.523 -0.061 0.23
H 0.682 7.050 -0.564 0.42
H 2.918 7.405 -1.904 0.45
H 4.037 0.290 -0.803 0.22
H 5.737 0.205 1.156 0.44
H 5.618 2.377 2.638 0.49
```

The calculation puts the LUMO energy at 0.0830 Ha. As for the charge: -1. The calculation puts the max |F| at 0.0382 Eh/bohr. For the relative energy (zero: lowest compared OMol25 entry of this formula, charge and spin), the calculation gives 113.85 kJ/mol. The spin multiplicity is 1. As for the orbital gap: 6.534 eV.